{
  "formula": "CFN4O2S",
  "method": "ωB97M-V/def2-TZVPD",
  "elements": ["C", "N", "N", "N", "N", "O", "O", "F", "S"],
  "xyz": [[-0.1403, -0.0096, -0.0804], [-2.0558, -0.7411, 0.1085], [-1.1908, 0.1690, 0.6704], [-0.2612, -0.9541, -1.0544], [-1.4877, -1.3290, -0.8490], [2.3927, -0.1267, 1.0658], [1.9345, 1.5178, -0.8775], [0.9592, 1.9414, 1.3347], [1.5017, 0.7461, 0.2546]],
  "atomic_forces_ev_per_a": [[2.3, 0.0, -0.3], [-0.7, 1.7, 2.0], [-0.4, -0.6, -0.1], [1.4, 1.6, 1.0], [-0.8, -2.3, -2.1], [-2.1, 2.3, -2.3], [0.3, -0.9, 0.8], [0.9, -1.8, -1.3], [-0.8, -0.1, 2.3]],
  "lowdin_charge": [-0.544, -0.118, -0.006, -0.022, -0.175, -0.331, -0.310, -0.266, 0.773],
  "max_force_ev_per_a": 3.9,
  "e_lumo_ev": 3.655,
  "homo_lumo_gap_ha": 0.359,
  "total_charge": -1,
  "smiles": "O=[S@]([O-])(F)=C1N=NN=N1",
  "homo_energy_ev": -6.11,
  "energy_ha": -905.6885
}

{
  "formula": "C28H27ClN5O2RuS",
  "method": "ωB97M-V/def2-TZVPD",
  "elements": ["Ru", "O", "C", "O", "C", "C", "C", "C", "C", "C", "S", "H", "H", "H", "H", "C", "C", "C", "C", "C", "C", "C", "C", "C", "C", "H", "H", "H", "H", "H", "H", "H", "Cl", "C", "C", "C", "C", "N", "C", "H", "H", "H", "H", "C", "N", "C", "N", "C", "N", "C", "N", "C", "C", "H", "H", "H", "H", "H", "H", "H", "H", "H", "H", "H", "H"],
  "xyz": [[-0.4252, 0.2927, 0.7408], [3.1555, 0.0779, 2.4008], [2.4914, 0.1836, 1.3876], [1.4229, -0.5363, 1.1500], [2.9393, 1.1238, 0.2919], [4.3088, 1.1025, 0.0247], [4.8640, 1.8816, -0.9727], [4.0446, 2.7278, -1.7077], [2.6910, 2.7848, -1.4332], [2.1149, 1.9851, -0.4399], [0.3711, 2.2646, -0.2028], [4.9291, 0.4553, 0.6306], [5.9271, 1.8363, -1.1692], [4.4598, 3.3529, -2.4879], [2.0527, 3.4605, -1.9878], [-3.2067, -4.4476, 2.1899], [-1.8738, -4.0027, 2.0477], [-1.6152, -2.7227, 1.6467], [-2.6676, -1.8120, 1.3635], [-2.4067, -0.4716, 0.9366], [-3.4797, 0.3429, 0.6570], [-4.8153, -0.1059, 0.7942], [-5.0686, -1.3795, 1.2108], [-4.0029, -2.2679, 1.5032], [-4.2425, -3.6002, 1.9234], [-3.4023, -5.4630, 2.5097], [-1.0552, -4.6791, 2.2585], [-0.5860, -2.3928, 1.5378], [-3.3201, 1.3631, 0.3178], [-5.6322, 0.5675, 0.5658], [-6.0870, -1.7340, 1.3203], [-5.2686, -3.9339, 2.0274], [-2.7588, -3.0908, -3.6493], [-1.2881, -2.5886, -2.8906], [-0.0675, -3.0794, -3.3183], [1.0726, -2.6432, -2.6656], [0.9483, -1.7465, -1.6180], [-0.2334, -1.2813, -1.2143], [-1.3356, -1.6914, -1.8387], [-0.0194, -3.7844, -4.1371], [2.0501, -2.9979, -2.9609], [1.8063, -1.3875, -1.0654], [-2.2803, -1.3016, -1.4813], [-1.7799, 1.3325, 3.6016], [-1.7883, 1.6794, 5.0156], [-0.8387, 2.7734, 5.2354], [0.5186, 2.4135, 4.8261], [0.4984, 2.0688, 3.4121], [-0.4288, 0.9363, 3.1371], [0.0136, -0.2259, 3.9587], [0.0224, 0.0996, 5.3779], [-1.3241, 0.5128, 5.7741], [0.9354, 1.2278, 5.5841], [-2.1113, 2.1900, 3.0111], [-2.4635, 0.5021, 3.4250], [-0.8349, 3.0289, 6.2965], [-1.1638, 3.6460, 4.6652], [1.5007, 1.7800, 3.1008], [0.1752, 2.9303, 2.8263], [1.0132, -0.5136, 3.6361], [-0.6766, -1.0534, 3.7787], [-1.3226, 0.7612, 6.8368], [-2.0152, -0.3158, 5.6069], [1.9371, 0.9370, 5.2651], [0.9569, 1.4774, 6.6463]],
  "atomic_forces_ev_per_a": [[0.0, 0.0, 0.1], [0.0, 0.0, 0.0], [0.0, 0.0, 0.0], [-0.1, 0.0, 0.0], [0.1, 0.0, 0.0], [0.0, 0.0, 0.0], [0.0, 0.0, 0.0], [0.0, 0.0, 0.0], [0.0, 0.0, 0.0], [0.0, 0.1, -0.1], [0.0, 0.0, 0.0], [0.0, 0.0, 0.0], [0.0, 0.0, 0.0], [0.0, 0.0, 0.0], [0.0, 0.0, 0.0], [0.0, 0.0, 0.0], [0.0, 0.0, 0.0], [0.0, 0.0, 0.0], [0.0, 0.0, 0.0], [0.1, 0.0, 0.0], [0.0, 0.0, 0.0], [0.0, 0.0, 0.0], [0.0, 0.0, 0.0], [0.1, 0.0, 0.0], [0.0, 0.0, 0.0], [0.0, 0.0, 0.0], [0.0, 0.0, 0.0], [0.0, 0.0, 0.0], [0.0, 0.0, 0.0], [0.0, 0.0, 0.0], [0.0, 0.0, 0.0], [0.0, 0.0, 0.0], [0.0, 0.0, 0.0], [0.0, 0.0, 0.0], [0.0, 0.0, 0.0], [0.0, 0.0, 0.0], [0.0, 0.1, 0.0], [-0.1, 0.0, 0.0], [0.0, 0.0, 0.0], [0.0, 0.0, 0.0], [0.0, 0.0, 0.0], [0.0, 0.0, 0.0], [0.0, 0.0, 0.0], [0.0, 0.0, 0.0], [0.0, 0.0, 0.0], [0.0, 0.0, 0.0], [0.0, 0.0, 0.0], [0.0, 0.0, 0.0], [0.0, 0.0, -0.1], [0.0, 0.0, 0.0], [0.0, 0.0, 0.0], [0.0, 0.0, 0.0], [0.0, 0.0, 0.0], [0.0, 0.0, 0.0], [0.0, 0.0, 0.0], [0.0, 0.0, 0.0], [0.0, 0.0, 0.0], [0.0, 0.0, 0.0], [0.0, 0.0, 0.0], [0.0, 0.0, 0.0], [0.0, 0.0, 0.0], [0.0, 0.0, 0.0], [0.0, 0.0, 0.0], [0.0, 0.0, 0.0], [0.0, 0.0, 0.0]],
  "lowdin_charge": [1.239, 0.065, -0.620, -0.234, -0.163, -0.025, -0.076, -0.083, -0.137, -0.580, 0.579, 0.119, 0.103, 0.104, 0.092, -0.082, -0.075, -0.070, -0.220, -0.280, -0.152, -0.083, -0.037, -0.172, -0.038, 0.102, 0.104, 0.085, 0.087, 0.101, 0.111, 0.111, 0.690, -0.643, -0.079, -0.039, -0.116, 0.009, -0.152, 0.113, 0.112, 0.102, 0.101, -0.183, -0.084, -0.171, -0.081, -0.182, -0.152, -0.164, -0.081, -0.168, -0.156, 0.128, 0.114, 0.125, 0.126, 0.111, 0.107, 0.109, 0.119, 0.125, 0.128, 0.132, 0.125],
  "max_force_ev_per_a": 0.2,
  "s_squared": 8.768,
  "e_lumo_ev": [0.289, -1.343],
  "homo_lumo_gap_ha": [0.292, 0.255],
  "homo_energy_ev": [-7.65, -8.27],
  "spin_multiplicity": 6,
  "energy_ha": -2460.6619
}

{
  "formula": "C5H8N2O3",
  "method": "ωB97M-V/def2-TZVPD",
  "elements": ["O", "N", "C", "C", "N", "C", "C", "C", "O", "H", "H", "H", "H", "H", "H", "O", "H", "H"],
  "xyz": [[4.1055, 1.6988, -0.1677], [3.3796, 2.4151, -1.0709], [2.1099, 2.3259, -0.9545], [1.3450, 2.5091, -2.2394], [0.0634, 3.1511, -2.0297], [-0.6985, 2.9252, -0.6667], [-0.0989, 2.0811, 0.2339], [1.3430, 1.9936, 0.3107], [1.8838, 1.9722, 1.4146], [5.0214, 1.8948, -0.3895], [1.9573, 3.0663, -2.9587], [1.1563, 1.5066, -2.6660], [-0.1059, 4.0246, -2.5102], [-1.2892, 3.7914, -0.3682], [-0.6716, 1.2924, 0.7213], [-1.9749, 1.1867, -1.8830], [-1.2687, 1.6806, -2.6428], [-1.4119, 0.7342, -1.2401]],
  "atomic_forces_ev_per_a": [[-0.1, 0.5, 0.8], [0.0, -0.8, -1.1], [0.4, -0.3, 0.4], [-0.2, 0.2, 0.4], [-2.4, 0.3, 3.3], [4.4, 1.4, -2.8], [-1.3, -1.0, -1.2], [1.4, 0.5, 0.3], [-0.5, -0.6, -1.1], [0.0, 0.1, -0.1], [-0.2, -0.1, 0.2], [0.3, 0.1, 0.2], [0.1, 0.0, 0.4], [-1.2, -0.9, -0.7], [-0.1, 1.1, 1.3], [2.1, 1.5, -3.6], [-2.9, -2.2, 3.7], [0.1, 0.1, -0.5]],
  "lowdin_charge": [-0.006, 0.046, -0.201, -0.162, -0.045, -0.014, -0.068, -0.350, 0.083, 0.104, 0.130, 0.127, 0.110, 0.126, 0.122, -0.159, 0.160, -0.001],
  "max_force_ev_per_a": 5.4,
  "e_lumo_ev": [-0.154, -0.155],
  "homo_lumo_gap_ha": [0.317, 0.317],
  "smiles": "O=C1C=CNC/C1=N/O.O",
  "homo_energy_ev": [-8.78, -8.78],
  "energy_ha": -530.3603
}

{
  "formula": "C23H36CeN4O2PS2",
  "method": "ωB97M-V/def2-TZVPD",
  "elements": ["Ce", "C", "C", "N", "O", "C", "C", "N", "O", "H", "H", "H", "H", "H", "H", "H", "C", "N", "C", "C", "C", "N", "C", "C", "H", "H", "H", "H", "H", "H", "H", "H", "H", "H", "H", "H", "H", "H", "H", "H", "S", "P", "S", "C", "C", "C", "C", "C", "C", "C", "C", "C", "C", "C", "C", "H", "H", "H", "H", "H", "H", "H", "H", "H", "H", "C", "H", "H", "H"],
  "xyz": [[1.0109, -0.5865, -0.1507], [2.1489, -0.6540, 4.4855], [2.2597, -0.7162, 3.0111], [1.2636, -0.2228, 2.2345], [0.2599, 0.2091, 3.0324], [3.3717, -1.1476, 2.1891], [4.7581, -1.4563, 2.6304], [3.0036, -1.1504, 0.9238], [3.7499, -1.5344, -0.0522], [1.2343, -0.9722, 4.8302], [2.2059, 0.4711, 4.7307], [2.9464, -1.0952, 5.0974], [-0.3638, 0.7184, 2.4907], [5.0641, -0.7715, 3.4321], [5.5510, -1.3686, 1.8177], [4.7630, -2.5038, 3.0276], [0.4377, -1.2668, -3.5204], [1.7282, -0.9205, -2.8594], [2.7011, -1.9970, -3.1305], [2.1530, 0.4148, -3.2956], [3.3011, 0.9362, -2.4735], [2.7590, 1.3302, -1.1455], [1.9486, 2.5658, -1.1810], [3.8726, 1.5595, -0.2022], [0.4466, -1.2718, -4.6152], [-0.2432, -0.4729, -3.1489], [0.1726, -2.2219, -3.0796], [3.3820, -1.8439, -3.9524], [2.1291, -2.9453, -3.3752], [3.3113, -2.1756, -2.2543], [1.2905, 1.1151, -3.1817], [2.5207, 0.3428, -4.3549], [3.8183, 1.8249, -2.8858], [3.9962, 0.1368, -2.3087], [2.4606, 3.4748, -0.7785], [1.0356, 2.4132, -0.5544], [1.5592, 2.7563, -2.1375], [4.6860, 2.2513, -0.5409], [4.4685, 0.6663, -0.1076], [3.4470, 1.8810, 0.7411], [-1.9854, -1.5533, -0.6656], [-2.6227, 0.1945, 0.0851], [-1.0318, 1.4911, 0.3024], [-3.5534, -0.1091, 1.5684], [-4.7866, 0.5096, 1.8149], [-5.2506, 0.4583, 3.1154], [-4.5324, -0.1854, 4.1724], [-3.3490, -0.8399, 3.8972], [-2.8581, -0.8358, 2.5617], [-3.7451, 0.9908, -1.0545], [-4.0386, 2.3120, -0.8598], [-4.7856, 3.0575, -1.7544], [-5.3570, 2.3671, -2.8407], [-5.1903, 1.0057, -2.9941], [-4.3645, 0.3092, -2.1228], [-5.3362, 0.9365, 1.0252], [-6.1691, 0.9451, 3.3536], [-5.1343, -0.3254, 5.0460], [-2.7730, -1.2438, 4.7446], [-2.1074, -1.5581, 2.2619], [-3.5960, 2.8466, 0.0409], [-5.0142, 4.1404, -1.5499], [-5.9190, 2.8517, -3.5863], [-5.6436, 0.5103, -3.8194], [-4.0548, -0.7257, -2.3788], [0.6424, -3.1129, 0.0006], [0.0602, -3.5421, -0.8089], [0.2226, -3.2019, 0.9519], [1.6638, -3.4652, 0.1050]],
  "atomic_forces_ev_per_a": [[-0.9, -1.2, -1.8], [2.6, 2.6, 0.2], [-1.8, 1.1, -2.5], [2.2, -0.7, 2.9], [-1.6, 0.5, 1.3], [0.4, 0.1, -1.6], [0.9, -0.7, 0.1], [1.5, -1.1, 1.0], [-0.3, 0.4, 0.2], [-2.2, -0.8, 0.6], [-0.3, -1.5, -0.2], [0.0, -0.2, -0.7], [0.1, 0.0, -0.4], [-0.1, -0.3, 0.0], [-1.4, -0.2, 0.8], [0.4, 0.8, -0.2], [0.2, 1.2, 1.5], [-0.4, -0.2, -0.7], [-0.7, -1.2, 0.4], [0.4, -0.1, -1.1], [-0.8, 1.0, 1.0], [1.2, 0.6, 0.3], [-0.4, -0.1, 1.9], [0.7, -0.1, -0.5], [0.2, -0.1, 0.0], [-0.2, -0.7, -0.5], [-0.5, -0.1, -0.3], [0.1, 0.6, -0.7], [0.7, 1.1, 0.5], [0.0, -0.1, 0.3], [0.5, -0.6, -0.5], [-0.7, 0.3, 0.5], [-0.2, -0.5, -0.3], [0.6, -0.3, 0.1], [-0.1, -0.8, -0.5], [0.8, 0.3, -0.3], [-0.3, 0.4, -1.4], [-1.1, 0.4, -0.1], [-0.3, -0.7, 0.4], [0.2, 0.0, 0.3], [0.1, 0.6, 0.3], [1.0, -1.2, -1.5], [-0.9, -0.1, 0.5], [0.5, -0.1, 1.0], [1.4, -0.8, 1.5], [0.7, -0.6, 0.7], [-1.4, 0.4, -2.2], [0.7, 0.3, -0.4], [-1.5, 0.0, 0.9], [-0.9, -0.9, -0.9], [0.7, 2.3, 1.6], [-1.1, 0.3, -0.3], [0.5, 0.2, 1.0], [0.7, 0.1, 0.7], [1.0, -0.5, -0.1], [-0.5, 0.7, -0.7], [-0.7, 0.1, 0.2], [0.5, 0.2, 0.9], [-0.3, -0.3, -0.8], [0.5, 0.6, 0.1], [-0.5, -0.7, -1.2], [0.4, -1.3, -0.4], [-0.7, 0.9, -0.6], [-0.2, -0.3, -0.5], [-0.4, 0.7, 0.6], [1.5, 1.6, -1.4], [0.0, -0.4, 0.1], [-1.3, -0.4, 1.6], [0.2, -0.6, -0.4]],
  "lowdin_charge": [0.716, 0.000, -0.194, -0.138, -0.090, -0.276, -0.030, -0.282, -0.148, 0.050, 0.135, 0.091, 0.006, 0.074, 0.098, 0.097, -0.082, -0.320, -0.067, -0.199, -0.166, -0.312, -0.091, -0.092, 0.098, 0.081, 0.075, 0.082, 0.115, 0.064, 0.125, 0.141, 0.140, 0.112, 0.110, -0.007, 0.064, 0.106, 0.064, 0.095, 0.339, 0.196, 0.335, -0.369, -0.068, -0.067, -0.074, -0.067, -0.088, -0.422, -0.162, -0.067, -0.083, -0.086, -0.076, 0.088, 0.091, 0.094, 0.112, 0.091, 0.115, 0.122, 0.085, 0.096, 0.086, -0.314, -0.049, -0.067, -0.036],
  "max_force_ev_per_a": 3.7,
  "s_squared": 0.751,
  "e_lumo_ev": [0.110, 0.109],
  "homo_lumo_gap_ha": [0.241, 0.244],
  "homo_energy_ev": [-6.44, -6.53],
  "spin_multiplicity": 2,
  "energy_ha": -2880.2740
}

Repeat the first record exactly.
{
  "formula": "CFN4O2S",
  "method": "ωB97M-V/def2-TZVPD",
  "elements": ["C", "N", "N", "N", "N", "O", "O", "F", "S"],
  "xyz": [[-0.1403, -0.0096, -0.0804], [-2.0558, -0.7411, 0.1085], [-1.1908, 0.1690, 0.6704], [-0.2612, -0.9541, -1.0544], [-1.4877, -1.3290, -0.8490], [2.3927, -0.1267, 1.0658], [1.9345, 1.5178, -0.8775], [0.9592, 1.9414, 1.3347], [1.5017, 0.7461, 0.2546]],
  "atomic_forces_ev_per_a": [[2.3, 0.0, -0.3], [-0.7, 1.7, 2.0], [-0.4, -0.6, -0.1], [1.4, 1.6, 1.0], [-0.8, -2.3, -2.1], [-2.1, 2.3, -2.3], [0.3, -0.9, 0.8], [0.9, -1.8, -1.3], [-0.8, -0.1, 2.3]],
  "lowdin_charge": [-0.544, -0.118, -0.006, -0.022, -0.175, -0.331, -0.310, -0.266, 0.773],
  "max_force_ev_per_a": 3.9,
  "e_lumo_ev": 3.655,
  "homo_lumo_gap_ha": 0.359,
  "total_charge": -1,
  "smiles": "O=[S@]([O-])(F)=C1N=NN=N1",
  "homo_energy_ev": -6.11,
  "energy_ha": -905.6885
}